1.
DFT (the ωB97M-V functional and the def2-TZVPD basis) results for a 5-piece molecular cluster, C25H48Cl2O8S overall.

Each line ends with the Mulliken charge.
CARTESIAN COORDINATES (ANGSTROEM)
C  -4.3665  2.5427  -0.7496  -1.231
C  -4.2860  1.2607  0.0469  -0.481
O  -2.9832  1.1744  0.6127  0.033
C  -2.7126  -0.0255  1.2961  -1.944
C  -1.3548  -0.6525  0.8643  1.788
C  -0.2507  -0.1903  1.8664  1.641
Cl  -0.4438  -1.0358  3.4611  -0.194
C  -0.2715  1.3218  2.1663  -0.064
C  1.1088  1.9810  2.2504  -1.406
C  -1.5793  -2.1788  0.9367  -2.471
S  -0.2003  -3.1921  0.4480  1.343
O  0.8089  -3.3056  1.4468  -0.438
O  -0.7473  -4.3535  -0.1843  -0.755
O  0.4244  -2.2491  -0.6608  -0.223
C  -0.5578  -1.5115  -1.4199  -1.863
C  -1.0161  -0.2701  -0.6413  1.580
C  -0.0252  0.8830  -0.9340  -0.474
C  -0.5518  2.3227  -0.9695  -0.581
C  0.1310  3.1365  -2.0536  -0.640
Cl  -0.6735  2.9278  -3.6509  -0.247
H  -5.4053  2.8077  -0.9494  0.456
H  -3.8730  3.3537  -0.2151  0.280
H  -3.8620  2.4283  -1.7114  0.227
H  -5.0299  1.2255  0.8532  0.421
H  -4.4664  0.3895  -0.6011  0.392
H  -2.6821  0.1688  2.3736  0.139
H  -3.5257  -0.7408  1.1216  0.708
H  0.7304  -0.5052  1.5177  -1.134
H  -0.9084  1.8183  1.4381  -0.093
H  -0.7760  1.4564  3.1226  0.746
H  1.4620  2.0288  3.2815  0.393
H  1.0919  3.0030  1.8669  0.353
H  1.8659  1.4437  1.6810  0.127
H  -2.3686  -2.4611  0.2405  0.490
H  -1.8722  -2.5199  1.9284  0.741
H  -0.0683  -1.2339  -2.3505  0.679
H  -1.3749  -2.1910  -1.6703  0.405
H  -1.9599  0.0135  -1.1197  0.186
H  0.3461  0.6838  -1.9435  0.821
H  0.8635  0.8086  -0.3047  -0.598
H  -0.3889  2.8445  -0.0276  0.411
H  -1.6252  2.3133  -1.1476  -0.273
H  0.1118  4.2034  -1.8438  0.175
H  1.1630  2.8227  -2.2096  0.504
C  4.2270  -1.7383  -1.9430  -1.346
C  3.5558  -0.6775  -1.1063  0.781
C  3.2394  -1.0380  0.3158  0.186
O  3.2567  0.4031  -1.5702  -0.571
H  4.3927  -1.3710  -2.9527  0.362
H  5.1775  -2.0251  -1.4893  0.392
H  3.6016  -2.6334  -1.9689  0.240
H  4.1321  -1.3067  0.8819  0.778
H  2.5764  -1.9016  0.3312  -0.106
H  2.7578  -0.1989  0.8076  -0.689
C  2.5608  -3.1162  4.3739  -0.901
C  3.2938  -1.7990  4.3287  0.850
C  3.4321  -1.0540  5.6344  -1.234
O  3.7276  -1.3531  3.2926  -0.489
H  2.5058  -3.5450  3.3766  0.091
H  3.0666  -3.8041  5.0549  0.470
H  1.5504  -2.9635  4.7582  0.239
H  3.9665  -1.6690  6.3611  0.386
H  2.4438  -0.8505  6.0511  0.304
H  3.9664  -0.1207  5.4755  0.316
C  -0.0110  -7.0430  -4.5067  -1.132
C  0.2105  -5.5483  -4.5307  0.674
C  0.6138  -4.9143  -3.2242  -0.631
O  0.0639  -4.9016  -5.5410  -0.560
H  -0.3005  -7.3915  -5.4946  0.318
H  0.9006  -7.5505  -4.1856  0.320
H  -0.7869  -7.2922  -3.7805  0.310
H  1.5427  -5.3591  -2.8610  0.358
H  -0.1427  -5.0933  -2.4592  0.214
H  0.7505  -3.8433  -3.3610  0.146
C  -1.6515  6.4459  -1.9546  -1.178
C  -2.1665  6.4076  -0.5357  0.904
C  -1.8143  7.5822  0.3439  -1.211
O  -2.8245  5.4798  -0.1273  -0.499
H  -1.9614  5.5502  -2.4882  0.212
H  -2.0306  7.3322  -2.4669  0.444
H  -0.5619  6.5206  -1.9548  0.321
H  -2.1965  8.5055  -0.0954  0.342
H  -0.7297  7.6856  0.4116  0.336
H  -2.2353  7.4428  1.3361  0.321

Properties
- LUMO level (eV) = 0.50
- E_HOMO (eV) = -9.35
- energy (eV) = -78963.394
- structure (SMILES) = CCOC[C@@]1([C@H](Cl)CC)CS(=O)(=O)OC[C@@H]1CCCCl.CC(C)=O.CC(C)=O.CC(C)=O.CC(C)=O

2.
DFT (the ωB97M-V functional and the def2-TZVPD basis) results for C25H48CoOP4 as an isolated structure at a distorted geometry.

Each line ends with the Mulliken spin population.
CARTESIAN COORDINATES (ANGSTROEM)
Co  0.0283  -0.6172  -0.2345  2.588
P  1.2414  -2.4295  0.2816  0.073
P  -0.9634  -1.2935  -2.1951  0.033
P  -1.4924  -1.1622  1.5333  0.107
H  -0.1507  4.4035  1.0463  0.000
C  0.0276  3.8795  1.9862  0.003
C  1.2669  3.5078  2.3161  -0.001
H  2.1054  3.6685  1.6135  0.000
C  2.8796  -2.5277  -0.5582  0.038
C  0.6118  -4.1481  -0.0072  0.022
C  1.7926  -2.5111  2.0393  0.024
C  -1.0666  0.0934  -3.3417  0.025
C  -0.1903  -2.6384  -3.1188  0.020
C  -2.7055  -1.8879  -2.1232  0.013
C  -0.9033  -0.0580  2.8425  0.015
C  -1.6545  -2.8603  2.2167  0.013
C  -3.2379  -0.7108  1.3700  0.024
H  -0.8305  3.7435  2.6578  -0.001
H  1.4976  2.9863  3.2626  0.000
H  3.4857  -1.6553  -0.2722  -0.004
H  2.7639  -2.5490  -1.6514  0.001
H  3.3610  -3.4543  -0.2095  0.003
H  0.3382  -4.2988  -1.0568  -0.002
H  -0.2725  -4.3445  0.6087  0.000
H  1.3932  -4.8755  0.2611  0.005
H  2.4448  -1.6581  2.2666  -0.006
H  2.3607  -3.4446  2.1743  0.008
H  0.9452  -2.4865  2.7358  -0.006
H  -2.1004  0.1345  -3.7136  -0.001
H  -0.3734  -0.0700  -4.1779  0.003
H  -0.8194  1.0305  -2.8293  -0.011
H  -1.0252  -3.3150  -3.3654  0.004
H  0.5786  -3.1633  -2.5343  -0.009
H  0.2223  -2.1610  -4.0213  0.004
H  -2.8654  -2.3399  -3.1045  0.001
H  -3.3992  -1.0563  -1.9537  -0.002
H  -2.8104  -2.6352  -1.3273  -0.001
H  -1.7255  0.0403  3.5601  0.006
H  -0.6676  0.9199  2.3986  -0.005
H  -0.0292  -0.4957  3.3404  0.013
H  -2.3257  -2.7847  3.0819  -0.001
H  -0.6864  -3.2598  2.5317  0.000
H  -2.1143  -3.5183  1.4656  0.000
H  -3.6846  -0.9449  2.3444  0.002
H  -3.7361  -1.3148  0.6020  -0.003
H  -3.3678  0.3586  1.1667  0.009
C  -2.4965  2.4554  -0.3191  0.139
C  -3.2000  2.2641  -1.5834  0.126
C  -4.5394  2.5776  -1.7324  -0.039
C  -5.3286  2.9500  -0.6398  0.284
C  -4.7167  3.0514  0.6126  -0.028
C  -3.3913  2.7024  0.8026  0.183
O  -1.2461  2.3669  -0.1556  0.348
H  -1.3790  -1.2635  -0.5518  -0.090
H  -2.6459  1.8827  -2.4328  0.020
H  -4.9924  2.5192  -2.7172  0.002
H  -6.3967  3.1532  -0.7563  0.003
H  -5.2998  3.3810  1.4702  0.003
H  -2.9465  2.6488  1.7988  0.005
C  1.2642  2.4085  -1.1920  -0.002
P  1.5820  0.6471  -0.9127  0.027
C  2.3722  0.0604  -2.5021  0.013
C  3.0548  0.8500  0.2802  -0.049
C  4.2401  1.3102  -0.3042  0.005
C  5.3762  1.4846  0.4772  0.003
C  5.3396  1.2068  1.8429  0.000
C  4.1515  0.7935  2.4358  0.006
C  2.9846  0.6710  1.6780  0.041
H  0.3707  2.5144  -1.8187  0.004
H  2.1327  2.8804  -1.6667  0.005
H  1.0756  2.8863  -0.2198  -0.002
H  2.3282  0.8365  -3.2782  0.000
H  3.4180  -0.2392  -2.3626  -0.001
H  1.8377  -0.8171  -2.8886  -0.004
H  4.2650  1.5218  -1.3786  0.001
H  6.2772  1.8388  0.0007  0.000
H  6.2342  1.3114  2.4399  0.000
H  4.1092  0.5795  3.4995  0.001
H  2.0191  0.4698  2.1663  -0.011

Properties
- multiplicity = 5
- LUMO level (spin up / spin down) (eV) = -9.41 / -11.10
- E_HOMO (spin up / spin down) (eV) = -16.50 / -16.68
- net charge = +3
- energy (eV) = -103504.172

3.
DFT (the ωB97M-V functional and the def2-TZVPD basis) results for C25H48CoOP4 as an isolated structure at a distorted geometry.

Each line ends with the Mulliken spin population.
CARTESIAN COORDINATES (ANGSTROEM)
Co  0.5798  -0.8202  0.1237  2.284
P  -1.3845  -1.5620  -0.6415  0.031
P  1.3812  -2.2542  1.4270  0.108
P  1.5612  -0.6309  -1.7833  0.051
H  2.2607  3.9867  0.9037  0.000
C  1.8017  4.0316  -0.0764  0.002
C  0.4771  4.1739  -0.2245  0.004
H  -0.1967  4.3166  0.6294  0.000
C  -2.8133  -1.5401  0.4734  0.029
C  -1.3870  -3.3151  -1.2113  0.016
C  -2.0658  -0.6584  -2.0702  0.013
C  2.0080  -1.6067  3.0115  0.032
C  0.2513  -3.5639  2.0263  0.021
C  2.8240  -3.2312  0.8593  0.041
C  1.2888  1.0492  -2.4502  0.059
C  1.0863  -1.7536  -3.1925  0.024
C  3.3747  -0.8505  -1.9119  0.051
H  2.4661  4.0014  -0.9450  -0.002
H  0.0343  4.2627  -1.2215  0.000
H  -3.1127  -0.5065  0.6876  -0.002
H  -2.6141  -2.0745  1.4081  -0.003
H  -3.6191  -2.0486  -0.0693  0.003
H  -1.0728  -3.9856  -0.4030  -0.004
H  -0.7123  -3.4513  -2.0650  0.000
H  -2.4129  -3.5532  -1.5069  0.004
H  -2.4369  0.3198  -1.7414  -0.006
H  -2.9089  -1.2614  -2.4303  0.013
H  -1.3425  -0.5190  -2.8802  -0.008
H  3.0298  -1.9693  3.1623  0.005
H  1.3817  -1.9739  3.8302  0.007
H  2.0111  -0.5129  3.0213  -0.012
H  0.7046  -4.5363  1.8068  0.006
H  -0.7432  -3.5305  1.5735  -0.003
H  0.1496  -3.4671  3.1123  0.004
H  2.9059  -4.1061  1.5201  0.009
H  3.7362  -2.6254  0.9180  0.004
H  2.6805  -3.5821  -0.1689  -0.003
H  1.9792  1.2474  -3.2806  0.013
H  1.4622  1.7832  -1.6541  -0.020
H  0.2642  1.1583  -2.8264  0.012
H  1.6713  -1.4862  -4.0836  0.001
H  0.0248  -1.6918  -3.4484  0.000
H  1.3298  -2.7908  -2.9274  -0.001
H  3.6783  -0.7296  -2.9639  0.011
H  3.6531  -1.8581  -1.5752  -0.002
H  3.8954  -0.1044  -1.2977  -0.012
C  3.9897  1.3619  0.8236  0.121
C  4.6720  0.5420  1.7968  0.153
C  6.0140  0.2819  1.6760  -0.043
C  6.7736  0.8720  0.6621  0.274
C  6.1520  1.6895  -0.2914  -0.044
C  4.7988  1.9448  -0.2194  0.180
O  2.7239  1.5075  0.8242  0.399
H  0.4499  -2.1965  -0.4771  -0.028
H  4.0759  0.1306  2.6106  0.012
H  6.4904  -0.3856  2.3962  0.002
H  7.8544  0.6985  0.6068  0.004
H  6.7306  2.1320  -1.1000  0.003
H  4.2942  2.5804  -0.9452  -0.001
C  0.4722  1.9769  2.5284  0.013
P  -0.4194  0.6790  1.6104  0.168
C  -1.1892  -0.2490  3.0102  0.028
C  -1.8619  1.7434  1.1042  -0.050
C  -2.7947  2.2372  2.0327  -0.001
C  -3.8643  3.0267  1.6016  0.002
C  -3.9978  3.3530  0.2488  0.000
C  -3.0395  2.9147  -0.6678  0.003
C  -1.9437  2.1594  -0.2330  0.029
H  1.4343  1.5850  2.8686  -0.001
H  -0.1407  2.2892  3.3854  0.005
H  0.6560  2.8320  1.8659  -0.002
H  -0.7981  0.1481  3.9531  -0.001
H  -2.2761  -0.1273  3.0009  0.003
H  -0.9605  -1.3194  2.9629  -0.001
H  -2.6943  2.0085  3.0965  0.000
H  -4.5936  3.3931  2.3277  0.000
H  -4.8427  3.9573  -0.0944  0.000
H  -3.1205  3.1742  -1.7241  0.001
H  -1.1351  1.9136  -0.9259  -0.006

Properties
- multiplicity = 5
- LUMO level (spin up / spin down) (eV) = -10.10 / -12.07
- E_HOMO (spin up / spin down) (eV) = -16.43 / -16.79
- net charge = +3
- energy (eV) = -103503.971

4.
DFT (the ωB97M-V functional and the def2-TZVPD basis) results for a 8-piece molecular cluster, C25H48F3O23 overall at a distorted geometry.

Each line ends with the Mulliken charge.
CARTESIAN COORDINATES (ANGSTROEM)
C  1.4413  -1.9249  -0.5369  -0.145
O  0.9076  -0.6291  -0.5250  -0.192
O  2.1846  -1.9646  -1.7547  -0.927
C  2.1510  -2.4758  0.7342  0.933
F  3.2467  -3.2300  0.5242  -0.283
F  2.5755  -1.5492  1.5539  -0.279
F  1.2740  -3.2276  1.4078  -0.309
C  -0.1501  -0.2813  0.3840  -0.203
C  -0.4929  1.1354  0.0056  -1.165
H  -1.1237  1.6482  0.7317  0.375
H  0.3654  1.8068  0.0306  0.271
H  -1.0435  1.2304  -0.9303  0.274
H  0.1761  -0.2784  1.4240  0.199
H  -0.9890  -0.9769  0.4077  0.348
H  0.5135  -2.4775  -0.6852  0.107
C  -6.7272  1.1594  -2.0355  -0.624
O  -6.4915  0.2386  -1.0135  -0.250
C  -7.4168  0.1243  -0.0258  0.689
O  -8.4378  0.8019  -0.0291  -0.547
O  -6.9788  -0.9208  0.8132  -0.230
C  -7.6846  -1.2229  1.9966  -0.651
H  -7.6079  0.8778  -2.6127  0.276
H  -5.8963  1.2146  -2.7389  0.234
H  -6.7396  2.1312  -1.5420  0.284
H  -8.7337  -1.5010  1.8955  0.290
H  -7.5182  -0.4827  2.7793  0.283
H  -7.1390  -2.0869  2.3759  0.246
C  7.9779  -2.2926  4.7328  -0.607
O  9.0325  -1.4841  5.1483  -0.317
C  9.5746  -0.6698  4.2570  0.836
O  9.0421  -0.3545  3.1904  -0.579
O  10.7129  -0.2083  4.7351  -0.312
C  11.4382  0.7149  3.9375  -0.632
H  7.0648  -1.7042  4.8221  0.265
H  7.9800  -3.2143  5.3147  0.206
H  8.1767  -2.5124  3.6839  0.330
H  11.8518  0.1536  3.0996  0.294
H  12.2606  1.1187  4.5280  0.214
H  10.8209  1.4990  3.4992  0.302
C  -4.3862  2.9641  4.5611  -0.626
O  -4.9541  3.8992  5.4149  -0.306
C  -4.8091  5.1539  5.0946  0.823
O  -4.1582  5.5207  4.1415  -0.567
O  -5.6002  5.8505  5.9216  -0.296
C  -5.7757  7.1762  5.6808  -0.753
H  -4.7545  2.9572  3.5352  0.280
H  -4.5058  1.9797  5.0136  0.221
H  -3.3404  3.2616  4.4839  0.305
H  -5.0617  7.8385  6.1704  0.290
H  -6.8263  7.4270  5.8278  0.290
H  -5.6874  7.4446  4.6281  0.337
C  -4.9202  -5.0644  -2.6434  -0.662
O  -5.1368  -5.8315  -3.8817  -0.302
C  -5.9640  -5.3124  -4.8349  0.817
O  -6.3951  -4.1501  -4.8233  -0.584
O  -6.0756  -6.2098  -5.8259  -0.309
C  -6.9046  -5.8870  -6.9654  -0.626
H  -4.5635  -5.7171  -1.8467  0.257
H  -5.8021  -4.5167  -2.3110  0.299
H  -4.0212  -4.4488  -2.6733  0.300
H  -7.8815  -6.3570  -6.8522  0.251
H  -6.4236  -6.3019  -7.8512  0.236
H  -6.8763  -4.8118  -7.1423  0.323
C  8.7276  -10.4660  -4.1236  -0.609
O  8.0456  -10.7240  -2.9489  -0.312
C  7.3419  -9.6950  -2.4081  0.805
O  7.1140  -8.6121  -2.9245  -0.554
O  7.0899  -9.9705  -1.1712  -0.308
C  6.3087  -9.0836  -0.3798  -0.664
H  9.5809  -9.8410  -3.8603  0.275
H  8.0443  -9.9075  -4.7633  0.314
H  9.0265  -11.4203  -4.5572  0.193
H  6.9300  -8.2500  -0.0522  0.285
H  5.8554  -9.6236  0.4514  0.246
H  5.4368  -8.6459  -0.8660  0.328
C  -4.0802  7.1872  -2.0248  -0.620
O  -4.4270  7.9658  -3.1529  -0.289
C  -4.6876  7.4690  -4.3218  0.787
O  -4.4808  6.3220  -4.7038  -0.584
O  -5.1940  8.4722  -5.0430  -0.305
C  -5.2706  8.4650  -6.4843  -0.604
H  -3.0063  7.0283  -2.1225  0.287
H  -4.5368  6.1997  -1.9571  0.313
H  -4.2627  7.8391  -1.1706  0.216
H  -5.7705  7.5734  -6.8627  0.304
H  -4.2482  8.5622  -6.8497  0.286
H  -5.9493  9.2958  -6.6774  0.209
C  3.3820  3.0129  3.5770  -0.552
O  4.4657  3.8353  3.1077  -0.288
C  4.7231  3.9886  1.7356  0.707
O  4.1348  3.3765  0.8108  -0.547
O  5.6994  4.9183  1.6148  -0.291
C  6.3530  5.2421  0.4272  -0.626
H  2.4409  3.4476  3.2403  0.279
H  3.3401  3.0281  4.6661  0.215
H  3.4970  2.0029  3.1837  0.275
H  5.7671  5.8337  -0.2761  0.283
H  6.5646  4.3166  -0.1085  0.313
H  7.2705  5.8074  0.5903  0.231

Properties
- LUMO level (eV) = 1.75
- E_HOMO (eV) = -2.79
- net charge = -1
- energy (eV) = -81944.606